(1)
Here is a 2-piece molecular cluster, C7H14F3N overall from the OMol25 dataset. Energies are from ωB97M-V with the def2-TZVPD basis set.

```
25
Properties=species:S:1:pos:R:3:forces:R:3
C 1.7442 0.3580 -1.7450 -2.8 2.0 3.5
H 1.7664 0.4121 1.1203 -1.0 0.4 -0.4
H 0.2586 -1.8397 -2.2358 0.2 0.4 1.2
N 0.1436 2.0766 1.0217 -1.2 0.8 -2.1
H 2.3706 1.0455 -1.1019 -0.1 -0.7 -1.4
F -2.6920 2.9975 -0.2887 0.9 -0.3 -0.9
C -0.0815 -1.3776 -1.2435 -0.8 0.3 -3.2
H -2.9058 1.3281 1.9008 0.9 0.6 -0.1
H 2.2050 -0.3681 -2.3183 1.5 -1.0 -1.5
C 1.4514 -0.5153 0.6130 0.7 0.3 1.8
F -2.4103 1.1613 -1.4528 0.4 0.3 1.6
H 0.9738 0.9521 -2.2825 1.0 -0.2 -0.3
H 2.4613 -0.8905 0.6196 0.6 -1.4 -0.2
H 0.0879 2.2085 1.9811 0.4 0.4 2.2
H 0.4581 2.9429 0.5448 -0.4 -0.9 0.4
F -0.7996 2.5497 -1.5115 -0.7 0.6 1.1
C 0.9067 -0.4032 -0.7002 -0.5 0.4 -2.2
C -1.1139 1.5815 0.6149 0.3 -1.1 -0.5
H 0.7911 -1.0503 1.2812 0.1 -0.4 0.4
C -1.9966 0.7895 1.5184 -0.5 0.3 2.6
H -0.3418 -2.1989 -0.6555 0.0 -1.3 1.5
H -1.4943 0.4433 2.4959 -0.4 0.4 -1.7
H -1.1060 -1.0647 -1.6463 1.2 0.6 0.9
C -1.7231 2.0438 -0.6288 -0.4 0.2 -1.7
H -2.5934 -0.0191 1.1176 0.8 -0.7 -0.8
```
Positions in Å, forces in eV/Å.

Summary:
- energy above the lowest of the compared OMol25 structures with the same formula, charge and spin (eV) = 3.014
- Kohn-Sham gap (alpha / beta) (eV) = 7.271 / 8.103
- charge = 0
- molar mass (Da) = 169.19
- HOMO level (alpha / beta) (eV) = -6.713 / -7.343
- energy (eV) = -17124.9247
- multiplicity = 1


(2)
Here is a 2-piece molecular cluster, C7H14FN2 overall from the OMol25 dataset. Energies are from ωB97M-V with the def2-TZVPD basis set.

```
24
Properties=species:S:1:pos:R:3:forces:R:3
C -0.3841 1.0822 1.5432 0.3 0.8 1.8
H -0.2134 3.7694 -0.1993 0.8 -1.7 0.2
H -0.5687 0.9430 -0.5129 -0.2 0.7 0.5
C 0.4650 2.8360 -0.1419 0.0 1.5 0.3
H -1.1255 0.9734 3.5679 -1.2 0.7 -0.6
F 0.9091 2.5677 -1.4274 -0.1 -0.1 -0.5
H -1.7482 -3.1064 -0.7230 -0.8 0.1 -0.1
C -0.2179 1.5685 0.3366 -0.8 -0.4 -0.6
H 1.5453 -0.2749 1.3706 0.9 0.2 1.0
H 1.3319 -0.1626 -1.7059 1.0 0.5 3.0
N 1.8019 0.0240 -0.7199 -2.0 -2.1 0.4
H -2.3911 -1.3252 -0.9028 0.4 -1.6 -0.3
C -1.7041 -2.1598 -1.2728 -0.9 0.8 -0.8
H -1.9167 -2.3107 -2.3667 0.0 0.0 1.2
N -0.3762 -1.6377 -1.1592 3.0 0.7 -1.3
H 2.6076 0.6605 -0.7503 -0.6 -0.5 0.5
C 0.0804 -1.4572 0.2231 1.5 -1.8 -2.5
H 0.2680 0.2094 3.4145 2.0 -1.3 -0.2
H 1.3944 3.1471 0.3829 -0.8 -0.4 0.3
C -0.4074 0.7265 2.8076 -1.0 1.0 -0.7
H 0.3000 -2.0546 -1.8735 -1.2 0.5 1.9
C 1.1505 -0.4359 0.4125 1.0 1.3 -5.1
H -0.8413 -1.4163 0.7213 -0.7 0.8 1.6
H 0.6169 -2.3639 0.6075 -0.3 0.2 0.0
```
Positions in Å, forces in eV/Å.

Summary:
- energy above the lowest of the compared OMol25 structures with the same formula, charge and spin (eV) = 5.646
- Kohn-Sham gap (eV) = 8.802
- charge = +1
- molar mass (Da) = 145.20
- HOMO level (eV) = -13.020
- energy (eV) = -13172.9731
- multiplicity = 1


(3)
Here is a 2-piece molecular cluster, C7H14FN3O2S overall from the OMol25 dataset. Energies are from ωB97M-V with the def2-TZVPD basis set.

```
28
Properties=species:S:1:pos:R:3:forces:R:3
C 1.6378 0.4007 0.9598 -0.1 0.1 0.0
H -0.6636 -0.9173 1.6043 0.0 -0.1 0.1
H -1.8177 -3.5323 -2.2198 0.0 -0.1 0.3
H 2.0061 0.3482 1.9806 0.1 0.0 0.1
H 2.2915 1.0502 0.3825 0.1 0.1 -0.1
H -0.8035 2.8033 1.4188 -0.2 0.1 0.0
O 0.0345 -1.6517 -0.5685 0.3 0.2 0.0
O -2.0804 -0.6476 -1.3503 -0.1 0.3 0.0
H 0.5584 -3.0881 -2.7806 0.0 0.0 0.1
H -2.3134 -2.9949 -3.9107 -0.1 0.1 -0.2
N -1.3233 0.9609 -4.2569 0.1 0.0 -0.1
N -0.2965 0.8879 -0.4213 -0.1 -0.4 -0.3
H -1.0921 1.4953 -0.5529 -0.2 0.1 -0.1
C 0.2105 2.4151 1.3821 0.0 -0.3 -0.4
H -0.3259 0.2182 2.9188 0.0 0.0 0.1
C -0.6798 0.1284 1.8952 0.1 0.1 -0.1
C 0.0609 -0.2770 -2.7758 1.0 -1.1 2.6
C -0.2733 -2.9204 -3.4479 -0.1 -0.6 -0.1
N -0.6135 0.3964 -3.5884 -1.6 1.1 -1.5
H 1.6470 -0.5937 0.5261 0.2 -0.1 0.1
F 0.1364 -2.4660 -4.6521 0.0 0.1 -0.1
C 0.2113 0.9450 0.9559 0.3 -0.2 0.6
S -0.6631 -0.5574 -1.1706 0.1 0.5 -1.0
H 0.6535 2.5056 2.3683 0.0 0.0 0.2
C -1.5364 -3.1723 -3.1896 0.1 0.0 -0.1
H 0.7946 3.0136 0.6862 0.0 0.1 -0.1
H 1.1054 -0.4543 -2.9130 0.3 0.0 -0.2
H -1.7061 0.4861 1.8450 -0.1 0.0 0.0
```
Positions in Å, forces in eV/Å.

Summary:
- energy above the lowest of the compared OMol25 structures with the same formula, charge and spin (eV) = 0.000
- Kohn-Sham gap (eV) = 9.175
- charge = 0
- molar mass (Da) = 223.27
- HOMO level (eV) = -8.957
- energy (eV) = -29600.8979
- multiplicity = 1


(4)
Here is an isolated ion of composition C7H14N and charge +1 from the OMol25 dataset. Energies are from ωB97M-V with the def2-TZVPD basis set.

```
22
Properties=species:S:1:pos:R:3:forces:R:3
H 0.3932 -1.1536 2.2649 0.7 0.0 0.3
H -0.4378 -1.6017 0.9115 -0.1 0.4 -0.5
H 0.7832 1.1004 1.6353 0.2 0.4 0.0
H 2.3295 -0.5984 0.1832 0.5 1.1 0.3
H 3.3968 -2.4282 0.9705 -0.2 -0.1 -0.3
C -0.2540 1.0343 -0.2865 0.5 0.0 0.8
H -3.1760 2.3916 -3.5385 0.0 0.0 0.0
C 0.3762 -0.9284 1.1978 -0.6 -0.4 0.7
H -2.3290 1.3450 -0.0773 0.0 0.1 0.3
N 2.4319 -2.3372 1.3036 0.7 0.1 -0.4
H 0.6305 1.1103 -0.9104 -0.2 0.0 -0.4
C 1.6380 -1.3484 0.4777 -0.5 -0.7 -0.5
H -0.9333 0.6498 1.6561 0.1 0.2 0.3
H -3.5442 2.6561 -1.7300 -0.3 0.1 -0.1
H 2.0267 -3.2730 1.2890 -0.2 0.0 0.3
H -1.1823 1.2169 -2.8933 0.7 0.3 0.0
C -1.4569 1.3950 -0.7161 0.3 -0.1 -0.9
H 1.3857 -1.8069 -0.4789 0.1 -0.4 0.2
C 0.0080 0.5531 1.1158 -0.8 -0.5 -0.6
C -1.7424 1.7228 -2.1221 -1.0 -0.7 -0.3
H 2.5473 -1.9787 2.2520 -0.4 -0.2 0.2
C -2.8912 2.2791 -2.5044 0.4 0.2 0.6
```
Positions in Å, forces in eV/Å.

Summary:
- energy above the lowest of the compared OMol25 structures with the same formula, charge and spin (eV) = 1.012
- Kohn-Sham gap (eV) = 7.713
- charge = +1
- molar mass (Da) = 112.20
- structure (SMILES) = C=C/C=C/CCC[NH3+]
- HOMO level (eV) = -11.549
- energy (eV) = -8968.0662
- multiplicity = 1


(5)
Here is C7H14N as an isolated structure from the OMol25 dataset. Energies are from ωB97M-V with the def2-TZVPD basis set.

```
22
Properties=species:S:1:pos:R:3:forces:R:3
C 1.4713 1.7771 0.4906 3.1 -1.5 -0.6
C -2.9856 -0.4538 -0.2643 -1.6 -0.9 -1.4
H 1.3359 1.7071 1.5549 -1.1 -0.3 0.3
H 1.1495 -0.1639 -0.7885 -0.4 -1.7 -1.0
H -4.8200 -1.4665 0.2780 0.1 0.3 -0.5
C -0.9140 0.7384 -0.6781 -0.3 -0.3 1.1
H 0.4060 1.1993 -0.1639 -0.3 0.7 0.3
H -3.7219 -1.1150 1.6648 0.3 0.1 -0.7
N 1.4877 -1.1101 -0.5772 -0.5 1.9 1.2
H 1.5187 -1.7237 -1.3566 0.5 -0.2 -0.7
H -1.3791 -0.3833 1.1321 0.1 0.8 -1.2
C 2.6886 -0.7952 0.2233 -1.1 1.2 -1.4
C 2.7781 0.8876 0.1516 -0.3 -1.5 0.9
H 3.1741 1.0554 -0.8421 0.0 0.6 -0.1
C -3.8751 -1.0289 0.5726 1.0 0.4 0.8
H 1.6556 2.8431 0.2186 -1.0 -0.9 -0.6
C -1.6491 -0.0147 0.0957 0.7 -0.5 3.1
H 3.5572 -1.3066 -0.3267 -0.7 1.0 1.8
H -3.2522 -0.4012 -1.3438 0.2 0.1 0.9
H 3.5405 1.1784 0.9500 -1.0 0.0 -0.9
H 2.3730 -1.0592 1.2424 1.3 -0.3 -0.1
H -1.0364 0.7442 -1.7280 1.1 1.0 -1.2
```
Positions in Å, forces in eV/Å.

Summary:
- energy above the lowest of the compared OMol25 structures with the same formula, charge and spin (eV) = 6.750
- Kohn-Sham gap (eV) = 5.612
- charge = +1
- molar mass (Da) = 112.20
- HOMO level (eV) = -12.821
- energy (eV) = -8962.3281
- multiplicity = 1


(6)
Here is a 2-piece molecular cluster, C7H14N2 overall from the OMol25 dataset. Energies are from ωB97M-V with the def2-TZVPD basis set.

```
23
Properties=species:S:1:pos:R:3:forces:R:3
H -0.6192 -3.1589 2.1987 -0.8 -0.5 0.1
H -2.9816 -2.3340 1.4191 -0.1 0.3 -0.1
H 1.2431 -0.8967 -1.4306 0.0 0.1 0.4
C 1.1218 2.8267 0.2031 0.5 -0.4 -0.9
H 1.8300 3.9670 -1.6726 -0.1 -0.2 0.9
N 0.0413 -2.0967 0.5737 0.4 0.0 -0.1
N -2.1143 -2.0708 0.9857 0.1 -0.3 0.6
C -0.9120 -2.5842 1.3390 1.1 0.8 -0.7
H 0.2277 0.5349 -1.1479 0.0 0.0 -0.5
H 1.3011 3.5898 0.9422 -0.1 0.6 0.1
H 0.1391 2.3561 0.4539 0.7 0.3 -0.1
C 2.2229 1.7532 0.3373 -0.5 -0.3 0.1
H 0.9194 2.5288 -1.9321 0.2 -0.2 0.2
H 1.7788 0.8459 -0.0929 0.4 -0.2 1.1
C -1.9018 -1.2154 -0.0664 1.1 1.3 -0.2
H 2.4900 1.7572 1.4013 -0.1 -1.0 -0.2
C 0.2153 -0.5364 -1.3612 0.6 0.5 -0.8
H 3.1651 1.7835 -0.2235 -0.2 1.1 -0.1
H -0.1966 -0.7391 -2.3518 -0.3 0.3 0.1
H 0.0863 3.8791 -1.3940 -0.1 0.5 0.2
C 1.0241 3.3580 -1.2205 -0.6 -0.1 -1.1
C -0.5301 -1.2080 -0.3055 -1.8 -2.0 1.3
H -2.5505 -0.3910 -0.3330 -0.5 -0.7 -0.2
```
Positions in Å, forces in eV/Å.

Summary:
- energy above the lowest of the compared OMol25 structures with the same formula, charge and spin (eV) = 0.853
- Kohn-Sham gap (eV) = 9.420
- charge = 0
- molar mass (Da) = 126.20
- structure (SMILES) = Cc1c[nH]cn1.CCC
- HOMO level (eV) = -8.497
- energy (eV) = -10465.5143
- multiplicity = 1


energy above the lowest of the compared OMol25 structures with the same formula, charge and spin of number 6 (C7H14N2)?
0.853 eV


energy above the lowest of the compared OMol25 structures with the same formula, charge and spin of number 6 (C7H14N2)?
0.853 eV


Look up the energy of the fifth one.
-8962.3281 eV